Entry from the OMol25 dataset: a molecular structure, C14H27BClHfN2O4 in a non-equilibrium geometry (ωB97M-V/def2-TZVPD).

Calculated values
* E_HOMO: -17.34 eV
* DFT total energy: -40594.3115 eV
* strongest force on any atom: 3.7 eV/A
* net charge: +3
* HOMO-LUMO gap: 4.70 eV

```
50
C14H27BClHfN2O4 ωB97M-V/def2-TZVPD
Hf -3.05 -3.76 -0.24
Cl -3.17 4.53 0.02
O -1.94 4.18 2.28
O 1.30 2.07 -1.25
O 0.56 -2.28 1.62
O 0.14 0.89 0.26
N -1.29 -1.72 0.47
N 0.55 2.83 1.53
C 0.68 -0.29 -2.10
C -0.61 -2.17 1.72
C 3.65 0.52 -0.58
C -2.20 3.70 1.23
C -0.23 2.29 0.44
C -0.94 -2.52 -0.66
C -2.68 -1.33 0.55
C -1.33 -1.94 -2.02
C -1.72 2.34 0.75
C 0.13 2.84 -0.94
C -1.39 -2.43 2.97
C 4.74 -0.26 0.25
C 2.47 -0.28 -0.16
C -0.83 -0.50 -2.25
B 1.03 0.80 -0.80
H 0.11 -2.80 -0.63
H 4.37 -0.72 1.17
H 3.61 1.57 -0.32
H -1.42 0.22 -1.69
H -1.05 -0.29 -3.30
H 5.15 -1.07 -0.35
H -0.65 2.69 -1.70
H -2.93 -0.70 -0.30
H -2.43 -1.92 -2.15
H -0.91 -2.59 -2.80
H 1.20 -1.24 -2.07
H 1.10 0.26 -2.94
H -1.04 -3.39 3.36
H -1.44 -3.56 -0.58
H -1.11 -1.68 3.71
H -1.93 1.59 1.52
H 2.26 -0.34 0.90
H 0.62 3.84 1.47
H -2.28 2.06 -0.15
H 5.48 0.48 0.54
H 0.42 3.89 -0.97
H 1.49 2.45 1.54
H 3.87 0.41 -1.64
H -2.91 -0.78 1.46
H -2.47 -2.45 2.87
H 2.48 -1.29 -0.55
H -3.46 -2.16 0.53
```

***

Entry from the OMol25 dataset: a molecular structure, C14H27GaN2S in a non-equilibrium geometry (ωB97M-V/def2-TZVPD).

Calculated values
* E_HOMO: -14.57 eV
* DFT total energy: -81130.2300 eV
* strongest force on any atom: 5.8 eV/A
* net charge: +2
* HOMO-LUMO gap: 6.82 eV

```
45
C14H27GaN2S ωB97M-V/def2-TZVPD
Ga -0.65 0.34 -0.54
S -1.15 0.50 1.92
N -2.13 0.37 4.41
N -3.26 -0.92 2.89
C 1.78 -1.08 0.21
C 1.54 -0.26 -0.95
C 1.60 2.33 -1.35
C 2.09 -0.71 2.73
C -2.25 -0.07 3.13
C 1.67 1.10 0.95
C 1.76 2.29 1.82
C -2.09 0.63 -2.06
C 2.15 -2.52 0.21
C -2.67 -0.75 -4.17
C 1.46 1.13 -0.47
C 1.81 -0.25 1.35
C -2.39 -0.75 -2.67
C 1.93 -0.63 -2.34
H -3.61 -0.24 -4.42
H 1.35 -0.08 -3.09
H 3.22 -2.66 0.43
H 1.59 -3.08 0.97
H -2.81 0.13 5.12
H 3.00 -0.40 -2.51
H 1.79 -1.76 2.87
H -1.60 -1.48 -2.45
H 3.16 -0.64 2.95
H -1.39 1.01 4.64
H 1.55 -0.11 3.48
H -3.29 -1.10 -2.16
H 1.80 -1.71 -2.53
H -3.37 -1.31 1.97
H -2.16 0.60 -0.68
H -1.87 -0.29 -4.77
H -1.24 1.19 -2.52
H -2.93 1.35 -2.11
H -3.87 -1.22 3.64
H 2.66 2.50 -1.63
H 1.04 2.20 -2.29
H 1.23 3.24 -0.86
H 2.76 2.36 2.28
H 1.03 2.27 2.64
H -2.79 -1.78 -4.52
H 1.60 3.21 1.25
H 1.95 -2.98 -0.77
```

***

Entry from the OMol25 dataset: a molecular structure, C14H27MgN3O2 in a non-equilibrium geometry (ωB97M-V/def2-TZVPD).

Calculated values
* E_HOMO: -8.09 eV
* DFT total energy: -28967.1177 eV
* strongest force on any atom: 4.1 eV/A
* net charge: 0
* HOMO-LUMO gap: 8.36 eV

```
47
C14H27MgN3O2 ωB97M-V/def2-TZVPD
Mg -0.47 0.48 0.49
O -2.02 -0.34 0.97
O 1.19 -0.21 0.00
N 0.24 2.28 1.47
N -0.86 -2.76 -2.55
N -0.70 1.24 -1.53
C 1.83 -2.23 1.06
C 3.39 -0.38 1.17
C -3.33 -0.39 2.92
C 0.74 2.82 2.32
C 2.30 -1.04 0.33
C -3.33 -0.01 1.44
C -3.56 1.49 1.30
C 1.51 3.44 3.44
C -0.51 0.95 -2.63
C -1.58 -3.49 -0.09
C -1.18 -3.17 -1.48
C -0.14 0.68 -4.05
C 1.20 1.29 -4.45
C 2.26 0.42 -3.81
H 4.30 -0.99 1.11
H -4.35 -0.21 3.31
H -3.44 1.90 0.26
H 0.86 3.83 4.14
H 1.26 2.33 -4.18
H -4.10 -0.55 0.92
H 1.48 -3.04 0.38
H -2.78 1.98 1.86
H -0.11 -0.42 -4.27
H 2.84 -1.33 -0.65
H 2.19 2.71 3.82
H 3.58 0.65 0.81
H -2.48 0.12 3.47
H 3.02 -0.35 2.20
H -3.17 -1.47 3.01
H -0.98 1.12 -4.66
H -0.92 -4.09 0.42
H 1.29 1.22 -5.55
H 2.08 4.26 3.03
H 3.19 0.76 -4.18
H 0.99 -1.98 1.65
H -2.53 -3.98 -0.16
H -4.49 1.87 1.65
H 2.19 -0.67 -4.15
H -1.61 -2.51 0.37
H 2.50 -2.68 1.81
H 2.21 0.47 -2.75
```

***

Entry from the OMol25 dataset: 3 unconnected molecules or ions with the total composition C14H27N3O5 in a non-equilibrium geometry (ωB97M-V/def2-TZVPD).

Calculated values
* E_HOMO: -7.24 eV
* DFT total energy: -29658.9040 eV
* energy relative to the best compared isomer or geometry (same formula, charge and spin): 154.5 kcal per mole
* strongest force on any atom: 3.2 eV/A
* net charge: 0
* HOMO-LUMO gap: 7.06 eV

```
49
C14H27N3O5 ωB97M-V/def2-TZVPD
O -1.53 0.59 -2.43
O 2.17 3.10 0.44
O -0.51 2.65 -0.51
O 2.19 -0.12 2.45
O -2.71 -6.02 -3.06
N 0.40 1.98 -2.57
N 2.83 -2.26 2.68
N -1.48 -4.31 -2.31
C 1.20 -1.70 0.93
C 0.60 2.84 -1.37
C 1.81 2.27 -0.64
C -1.07 3.85 0.03
C -1.24 3.64 1.56
C -0.55 1.22 -2.46
C -1.03 -2.93 -2.23
C 2.87 -3.68 2.38
C -2.67 3.77 2.03
C 2.10 -1.28 2.07
C 2.94 2.38 1.41
C -2.45 -4.83 -3.11
C -2.86 4.15 3.37
C -3.16 -3.88 -4.04
H -3.01 3.38 4.13
H -3.90 -4.44 -4.61
H -0.47 4.74 -0.14
H 0.69 -0.82 0.55
H 3.17 1.37 1.09
H -0.61 4.37 2.07
H -2.80 5.19 3.67
H 2.56 -4.24 3.26
H 2.21 -3.93 1.55
H 3.41 -1.91 3.43
H -1.18 -2.57 -1.20
H 0.46 -2.42 1.28
H 1.79 -2.14 0.12
H 2.42 2.33 2.36
H -3.68 -3.10 -3.47
H -3.50 3.55 1.35
H -2.04 3.99 -0.46
H 3.89 2.92 1.55
H 1.46 1.32 -0.23
H -1.57 -2.28 -2.91
H 2.63 2.04 -1.33
H 0.74 3.87 -1.68
H -2.46 -3.43 -4.74
H -0.94 2.63 1.83
H 0.03 -2.89 -2.46
H 3.89 -3.96 2.12
H -1.04 -4.99 -1.71
```